The following is a quantum chemistry calculation of 10 unconnected molecules or ions with the total composition C44H97IO11S, from OMol25.

```
! RIJCOSX wB97M-V def2-TZVPD def2/J DEFGRID3
* xyz 0 1
C 2.49557 2.98772 -0.70345
C 2.44613 2.51994 -2.15820
C 2.20252 1.02415 -2.39296
C 0.92260 0.42101 -1.80214
O 0.97638 0.27445 -0.36893
C 2.06324 -0.28113 0.20621
O 2.67276 -1.18197 -0.31127
C 2.39337 0.25861 1.56942
C 1.16769 0.50021 2.46096
C 0.74431 -0.82169 3.12049
S 1.35000 -1.03834 4.81894
C -0.21567 1.41931 -2.05305
C -0.53842 1.77871 -3.36226
C -1.53995 2.69564 -3.63926
C -2.23863 3.28992 -2.59457
C -1.93187 2.93842 -1.28766
C -0.92856 2.01129 -1.01662
C 0.47051 -0.92899 -2.47749
I 2.03392 -2.01176 -3.51410
C -0.20879 -1.91022 -1.51752
C -1.66523 -1.53091 -1.17024
H 3.45044 2.70049 -0.26334
H 2.47328 4.07890 -0.68680
H 1.64691 2.65156 -0.11322
H 1.75788 3.12068 -2.75349
H 3.43638 2.71344 -2.58241
H 3.08392 0.44928 -2.11153
H 2.10043 0.89838 -3.47242
H 3.00940 -0.52199 2.01981
H 3.03146 1.13739 1.48334
H 0.31903 0.85622 1.87910
H 1.42360 1.21641 3.23820
H -0.33753 -0.90966 3.19798
H 1.08887 -1.67593 2.53928
H 2.65294 -1.13596 4.52657
H -0.00056 1.33277 -4.19146
H -1.78118 2.94929 -4.66250
H -3.02109 4.01186 -2.78641
H -2.46203 3.39888 -0.46392
H -0.71150 1.78051 0.01520
H -0.24686 -0.69234 -3.25742
H 0.39134 -2.09246 -0.63152
H -0.25202 -2.86346 -2.04637
H -1.87006 -0.47769 -1.33894
H -2.34517 -2.09474 -1.81129
H -1.87966 -1.82281 -0.14337
C -2.91971 -5.40062 -2.77134
C -3.43716 -5.19427 -1.35609
C -3.80619 -6.51316 -0.69433
O -4.55782 -4.31129 -1.36345
H -3.69173 -5.86382 -3.39230
H -2.65901 -4.44446 -3.22627
H -2.03788 -6.04270 -2.78341
H -2.67233 -4.68985 -0.76230
H -4.60379 -7.00792 -1.25587
H -4.17124 -6.34352 0.31884
H -2.94941 -7.18700 -0.64775
H -5.25485 -4.72628 -1.88346
C 2.22212 -4.87606 0.86093
C 1.41819 -4.93008 2.15230
C 0.96256 -6.34479 2.46708
O 0.29579 -4.05119 2.06453
H 1.60893 -5.21702 0.02118
H 2.53961 -3.85347 0.64748
H 3.10746 -5.51180 0.91855
H 2.02371 -4.54333 2.97435
H 0.32074 -6.72767 1.67292
H 0.39121 -6.36509 3.39609
H 1.81412 -7.01957 2.56717
H -0.26412 -4.36074 1.34418
C 4.18689 8.35720 1.67275
C 4.11644 6.97375 1.04387
C 3.71328 7.04609 -0.42086
O 3.21112 6.13940 1.75720
H 3.20620 8.83888 1.63216
H 4.47742 8.28443 2.72083
H 4.90552 8.99386 1.15410
H 5.08791 6.48410 1.13162
H 2.72049 7.49364 -0.52152
H 3.66698 6.04336 -0.84595
H 4.41683 7.63912 -1.00760
H 2.32781 6.52877 1.71753
C 7.18078 -2.08742 -0.55350
C 6.43943 -2.19074 0.77145
C 6.04290 -3.62835 1.07515
O 5.29136 -1.35105 0.76488
H 6.53722 -2.42305 -1.37142
H 7.45961 -1.05275 -0.75411
H 8.08478 -2.69874 -0.55372
H 7.07541 -1.81161 1.57391
H 5.37007 -4.00450 0.29954
H 5.51469 -3.68595 2.02778
H 6.91629 -4.28130 1.12028
H 4.69127 -1.65319 0.06858
C 0.22643 3.51128 -7.18326
C 0.15150 2.09477 -7.73295
C -0.28314 2.08041 -9.18981
O -0.73176 1.30085 -6.94049
H -0.75776 3.98717 -7.22845
H 0.54268 3.50150 -6.13924
H 0.92747 4.12226 -7.75308
H 1.12774 1.61672 -7.63969
H -1.28128 2.51594 -9.29105
H -0.32732 1.05807 -9.56482
H 0.40458 2.65169 -9.81447
H -1.61141 1.68940 -6.99835
C 2.46848 -9.64237 -0.68487
C 1.63701 -9.71402 0.58643
C 1.22588 -11.14189 0.90937
O 0.48647 -8.87647 0.47607
H 1.88860 -10.00762 -1.53721
H 2.75571 -8.61199 -0.89576
H 3.37285 -10.24640 -0.60228
H 2.21089 -9.30412 1.41911
H 0.61081 -11.55006 0.10244
H 0.63500 -11.17141 1.82476
H 2.09667 -11.78635 1.03548
H -0.05037 -9.20826 -0.25188
C -8.42734 -2.77865 -1.20456
C -8.83830 -3.88495 -0.24496
C -7.87025 -5.05529 -0.30411
O -10.17027 -4.31704 -0.52188
H -8.43630 -3.14943 -2.23398
H -9.12598 -1.94401 -1.14746
H -7.42426 -2.41227 -0.98119
H -8.86881 -3.49143 0.77184
H -7.86329 -5.48956 -1.30979
H -8.17110 -5.84127 0.38890
H -6.85611 -4.73804 -0.05641
H -10.18317 -4.67195 -1.41703
C -1.88961 6.11076 2.28036
C -0.56279 5.70622 2.90408
C -0.75309 5.06688 4.26919
O 0.29608 6.84444 3.01031
H -2.39597 6.85333 2.90410
H -1.73027 6.56409 1.30144
H -2.55239 5.25250 2.16160
H -0.04805 5.00639 2.24350
H -1.22540 5.77165 4.96050
H 0.20864 4.78403 4.69695
H -1.38089 4.17707 4.20760
H -0.12905 7.48376 3.59140
C -1.52393 8.76246 7.58255
C -2.63520 8.87508 6.55025
C -2.29876 9.90041 5.47711
O -3.86755 9.20924 7.18414
H -1.37545 9.71833 8.09229
H -1.78215 8.02364 8.34107
H -0.57852 8.47076 7.12204
H -2.79913 7.90108 6.08529
H -2.18098 10.89347 5.91868
H -3.10460 9.96518 4.74558
H -1.37436 9.64550 4.95515
H -3.75710 10.06691 7.60809
*
```

Values from the calculation:
Max |F| = 0.93 eV/A
Gap between HOMO and LUMO = 0.3370 Ha
ΔE to the lowest compared entry with this formula, charge and spin = 0.0 kcal per mole
M = 961.2 g mol⁻¹
E = -88660.147 eV